C44H40N7O2Pt as an isolated structure. Source: the OMol25 dataset; level of theory: the ωB97M-V functional and the def2-TZVPD basis.

```
! RIJCOSX wB97M-V def2-TZVPD def2/J DEFGRID3
* xyz -1 3
Pt 1.210 0.446 -0.533
C 4.574 -1.048 -2.447
C 5.237 -1.788 -1.449
C 4.945 -1.548 -0.139
C 3.963 -0.588 0.236
N 3.272 0.065 -0.765
C 3.613 -0.161 -2.051
N 3.788 -0.389 1.543
C 2.930 0.509 2.000
N 2.171 1.353 1.244
C 1.469 2.203 2.034
N 0.628 3.142 1.638
C 0.416 3.377 0.334
C -0.456 4.456 0.024
C -0.583 4.907 -1.259
C 0.183 4.299 -2.267
C 0.939 3.208 -1.929
N 1.025 2.695 -0.688
C 1.789 1.903 3.416
C 1.339 2.442 4.614
C 1.824 1.901 5.792
C 2.739 0.838 5.774
C 3.188 0.294 4.584
C 2.708 0.829 3.393
H 4.779 -1.195 -3.498
H 5.970 -2.537 -1.725
H 5.433 -2.080 0.665
H 3.056 0.398 -2.794
H -0.981 4.912 0.851
H -1.238 5.738 -1.491
H 0.157 4.655 -3.287
H 1.538 2.725 -2.690
H 0.623 3.254 4.617
H 1.487 2.292 6.745
H 3.098 0.432 6.713
H 3.876 -0.542 4.573
C -0.256 0.787 -5.414
C -1.169 0.885 -4.221
C -2.516 1.205 -4.365
C -3.338 1.185 -3.249
C -4.818 1.438 -3.387
C -2.814 0.921 -1.990
C -1.432 0.721 -1.773
C -0.664 0.640 -2.964
N -0.830 0.557 -0.546
C -1.638 0.238 0.648
C -2.641 1.355 1.021
C -3.475 0.934 2.239
C -4.200 -0.387 1.959
C -3.174 -1.489 1.677
C -2.236 -1.647 2.875
C -1.532 -0.315 3.132
C -2.569 0.760 3.456
C -0.741 0.095 1.887
C -2.368 -1.103 0.435
H -0.828 0.704 -6.339
H 0.391 -0.087 -5.318
H 0.381 1.673 -5.491
H -2.932 1.407 -5.347
H -5.079 1.666 -4.420
H -5.133 2.272 -2.757
H -5.393 0.561 -3.078
H -3.518 0.865 -1.176
H 0.355 0.279 -2.892
H -3.315 1.603 0.206
H -2.067 2.259 1.248
H -4.219 1.713 2.441
H -4.867 -0.279 1.096
H -4.816 -0.657 2.824
H -3.691 -2.437 1.490
H -1.489 -2.419 2.666
H -2.805 -1.954 3.761
H -0.829 -0.416 3.964
H -2.067 1.704 3.690
H -3.163 0.464 4.329
H 0.037 -0.644 1.717
H -0.278 1.056 2.089
H -3.034 -1.034 -0.429
H -1.614 -1.866 0.218
O 1.087 -1.715 -3.094
C 1.162 -2.260 -2.012
N 1.151 -1.648 -0.777
C 1.346 -2.579 0.226
O 1.394 -2.363 1.416
C 1.462 -3.923 -0.423
C 1.662 -5.178 0.111
C 1.703 -6.253 -0.773
C 1.549 -6.061 -2.142
C 1.361 -4.788 -2.672
C 1.320 -3.731 -1.789
H 1.787 -5.312 1.178
H 1.861 -7.255 -0.394
H 1.580 -6.918 -2.804
H 1.252 -4.627 -3.737
*
```

## Properties
Highest occupied orbital energy (spin up / spin down) ... -2.659 / -4.211 eV
Energy above the lowest of the compared OMol25 structures with the same formula, charge and spin ... 73.9 kJ/mol
LUMO energy (spin up / spin down) ... 2.437 / 1.564 eV